# 1
{
  "formula": "C34H45N7OS",
  "method": "ωB97M-V/def2-TZVPD",
  "species": ["O", "C", "C", "C", "C", "C", "C", "N", "S", "N", "C", "C", "C", "C", "C", "C", "C", "C", "H", "H", "H", "H", "H", "H", "H", "H", "H", "H", "C", "C", "C", "C", "N", "H", "H", "H", "H", "H", "H", "H", "C", "C", "C", "C", "N", "H", "H", "H", "H", "H", "H", "H", "C", "C", "C", "C", "N", "H", "H", "H", "H", "H", "H", "H", "C", "C", "C", "C", "N", "H", "H", "H", "H", "H", "H", "H", "C", "C", "C", "C", "N", "H", "H", "H", "H", "H", "H", "H"],
  "positions_angstrom": [[3.375, -2.778, 2.702], [3.548, -1.472, 2.982], [4.995, -0.832, 3.524], [5.079, 0.681, 2.819], [5.702, 0.682, 1.267], [5.825, 2.101, 0.430], [5.296, 3.468, 1.198], [5.254, 4.918, 0.696], [4.608, 5.963, 1.952], [4.254, 4.885, 3.318], [4.686, 3.535, 2.739], [4.607, 2.074, 3.543], [2.334, -0.339, 2.786], [1.877, 0.284, 1.335], [0.689, 1.436, 1.334], [-0.065, 2.007, 2.689], [0.400, 1.313, 4.124], [1.594, 0.151, 4.170], [5.921, -1.496, 3.230], [4.925, -0.615, 4.690], [6.040, -0.349, 0.781], [6.280, 2.130, -0.656], [4.160, 2.041, 4.648], [2.401, -0.088, 0.357], [0.374, 1.865, 0.288], [-0.887, 2.859, 2.638], [-0.125, 1.709, 5.099], [1.875, -0.294, 5.223], [0.921, -3.454, 4.963], [0.229, -4.125, 6.145], [-1.261, -3.790, 6.230], [-1.442, -2.290, 6.399], [-1.591, -1.046, 6.539], [0.888, -2.363, 5.041], [1.976, -3.744, 4.925], [0.453, -3.747, 4.016], [0.732, -3.819, 7.070], [0.347, -5.210, 6.057], [-1.714, -4.304, 7.084], [-1.782, -4.116, 5.323], [1.155, 0.649, -4.568], [1.793, -0.435, -3.705], [0.764, -1.259, -2.928], [-0.023, -0.352, -1.996], [-0.676, 0.400, -1.223], [0.615, 1.383, -3.961], [1.924, 1.193, -5.125], [0.454, 0.215, -5.289], [2.496, 0.035, -3.007], [2.376, -1.104, -4.348], [1.270, -2.030, -2.337], [0.072, -1.758, -3.616], [-4.197, -0.209, -4.489], [-3.269, 0.794, -5.166], [-2.659, 0.259, -6.463], [-1.834, -0.984, -6.168], [-1.150, -2.014, -5.923], [-3.661, -1.116, -4.188], [-4.631, 0.226, -3.583], [-5.017, -0.498, -5.156], [-2.471, 1.069, -4.465], [-3.833, 1.707, -5.386], [-2.014, 1.019, -6.916], [-3.445, 0.007, -7.183], [-5.632, -4.232, 3.582], [-4.704, -3.228, 2.905], [-4.094, -3.764, 1.608], [-3.269, -5.006, 1.903], [-2.585, -6.037, 2.148], [-5.097, -5.138, 3.883], [-6.066, -3.797, 4.488], [-6.452, -4.521, 2.915], [-3.906, -2.954, 3.606], [-5.268, -2.315, 2.685], [-3.449, -3.003, 1.155], [-4.880, -4.015, 0.888], [-0.554, 6.085, -5.474], [-0.679, 4.847, -4.591], [-0.895, 3.563, -5.393], [-2.181, 3.670, -6.196], [-3.248, 3.759, -6.862], [-1.470, 6.268, -6.045], [-0.372, 6.973, -4.860], [0.278, 5.981, -6.179], [-1.510, 4.993, -3.891], [0.233, 4.745, -3.991], [-0.964, 2.704, -4.717], [-0.057, 3.390, -6.077]],
  "gap_ha": 0.247,
  "lumo_energy_ev": -1.61,
  "homo_ev": -8.32,
  "relative_energy_ev": 22.035,
  "charge": 0
}

# 2
{
  "formula": "C34H46BrCuN5O2SSi",
  "method": "ωB97M-V/def2-TZVPD",
  "species": ["Cu", "C", "C", "O", "C", "C", "C", "N", "N", "C", "O", "C", "C", "C", "C", "C", "C", "H", "H", "H", "H", "H", "H", "H", "H", "H", "H", "H", "H", "N", "C", "C", "C", "C", "C", "C", "N", "C", "C", "C", "S", "C", "N", "H", "H", "H", "H", "H", "H", "H", "C", "C", "C", "C", "Si", "Br", "C", "C", "C", "C", "C", "C", "C", "C", "H", "H", "H", "H", "H", "H", "H", "H", "H", "H", "H", "H", "H", "H", "H", "H", "H", "H", "H", "H", "H", "H", "H", "H", "H", "H", "H"],
  "positions_angstrom": [[-1.418, 0.590, -2.833], [-3.851, -2.755, -3.574], [-2.594, -1.955, -3.294], [-2.708, -0.686, -3.443], [-1.457, -2.641, -2.914], [-0.196, -2.049, -2.646], [1.005, -2.904, -2.358], [-0.041, -0.755, -2.646], [1.202, -0.219, -2.444], [1.163, 1.084, -2.421], [0.088, 1.782, -2.616], [2.437, 1.793, -2.131], [3.613, 1.076, -1.898], [4.796, 1.740, -1.623], [4.821, 3.128, -1.572], [3.656, 3.845, -1.800], [2.470, 3.182, -2.076], [-4.637, -2.086, -3.921], [-4.190, -3.263, -2.670], [-3.663, -3.510, -4.337], [-1.523, -3.717, -2.840], [0.746, -3.960, -2.312], [1.458, -2.586, -1.418], [1.752, -2.741, -3.137], [3.569, -0.003, -1.939], [5.704, 1.174, -1.451], [5.745, 3.649, -1.353], [3.677, 4.927, -1.764], [1.552, 3.731, -2.249], [-5.116, 2.113, -2.754], [-4.728, 2.729, -3.926], [-5.438, 3.329, -4.957], [-4.694, 3.838, -6.006], [-3.297, 3.746, -6.028], [-2.593, 3.141, -5.005], [-3.330, 2.626, -3.944], [-2.911, 1.958, -2.809], [-3.995, 1.664, -2.128], [-4.003, 0.946, -0.867], [-5.022, 0.902, 0.043], [-4.590, -0.098, 1.361], [-3.046, -0.365, 0.613], [-2.888, 0.233, -0.512], [-6.057, 1.952, -2.444], [-6.518, 3.389, -4.950], [-5.206, 4.312, -6.833], [-2.762, 4.157, -6.874], [-1.514, 3.053, -5.008], [-5.972, 1.412, 0.023], [-2.301, -0.988, 1.087], [-0.489, -3.092, 2.587], [0.941, -2.733, 3.015], [1.880, -3.579, 2.142], [1.133, -3.144, 4.482], [1.331, -0.853, 2.773], [0.472, -0.362, 0.726], [3.213, -0.447, 2.609], [3.438, 1.072, 2.640], [3.782, -0.944, 1.270], [4.004, -1.081, 3.762], [0.376, 0.297, 3.998], [-1.063, -0.206, 4.185], [1.061, 0.332, 5.373], [0.278, 1.736, 3.466], [-0.636, -4.171, 2.701], [-0.658, -2.848, 1.537], [-1.248, -2.592, 3.188], [1.612, -4.636, 2.231], [2.922, -3.478, 2.445], [1.792, -3.303, 1.089], [0.923, -4.212, 4.596], [0.456, -2.604, 5.146], [2.156, -2.967, 4.822], [2.845, 1.578, 1.876], [4.491, 1.285, 2.432], [3.204, 1.500, 3.616], [3.316, -0.431, 0.429], [3.656, -2.016, 1.128], [4.855, -0.727, 1.236], [3.632, -0.756, 4.737], [5.055, -0.786, 3.692], [3.966, -2.172, 3.732], [-1.097, -1.169, 4.695], [-1.581, -0.292, 3.227], [-1.616, 0.511, 4.800], [1.134, -0.661, 5.821], [0.479, 0.963, 6.052], [2.066, 0.752, 5.313], [-0.182, 1.771, 2.479], [1.249, 2.224, 3.406], [-0.346, 2.325, 4.147]],
  "multiplicity": 2,
  "gap_ha": [0.244, 0.242],
  "lumo_energy_ev": [-0.06, -0.10],
  "homo_ev": [-6.71, -6.68],
  "charge": 0
}

# 3
{
  "formula": "C34H46Cl2N9",
  "method": "ωB97M-V/def2-TZVPD",
  "species": ["C", "C", "N", "C", "N", "C", "C", "C", "C", "C", "Cl", "C", "C", "Cl", "N", "H", "H", "H", "H", "H", "H", "H", "H", "H", "H", "H", "H", "H", "H", "H", "H", "N", "C", "C", "C", "C", "H", "H", "H", "H", "H", "N", "C", "C", "C", "C", "H", "H", "H", "H", "H", "N", "C", "C", "C", "C", "H", "H", "H", "H", "H", "N", "C", "C", "C", "C", "H", "H", "H", "H", "H", "N", "C", "C", "C", "C", "H", "H", "H", "H", "H", "N", "C", "C", "C", "C", "H", "H", "H", "H", "H"],
  "positions_angstrom": [[-0.722, 3.278, 2.076], [-0.810, 1.772, 2.179], [0.442, 0.930, 2.377], [1.098, 0.481, 1.239], [0.739, 0.675, -0.226], [1.174, -0.642, -0.893], [2.113, -0.485, -2.262], [1.480, -0.533, -3.639], [1.854, -1.553, 0.332], [2.891, -2.757, -0.064], [2.013, -3.841, -1.331], [3.146, -3.755, 1.250], [3.915, -2.920, 2.457], [1.519, -4.516, 1.836], [2.387, -0.358, 1.153], [-0.783, 3.833, 1.035], [-0.572, 3.878, 3.086], [-1.832, 1.192, 2.061], [0.871, 0.674, 3.294], [-0.277, 0.844, -0.402], [0.127, -1.145, -1.163], [3.300, -0.376, -2.204], [2.000, -1.173, -4.496], [0.448, 0.013, -3.867], [0.873, -1.828, 0.947], [3.913, -2.386, -0.510], [3.806, -4.693, 0.927], [4.480, -2.025, 1.906], [3.068, -2.473, 3.157], [4.644, -3.572, 3.100], [2.863, 0.160, 0.358], [1.216, -4.308, -4.832], [0.612, -4.058, -6.037], [1.373, -4.644, -7.024], [2.472, -5.274, -6.392], [2.348, -5.053, -5.038], [0.878, -3.992, -3.932], [-0.304, -3.486, -6.089], [1.160, -4.621, -8.085], [3.267, -5.829, -6.871], [2.967, -5.360, -4.206], [0.649, -2.318, 5.001], [1.053, -1.219, 5.714], [0.309, -1.165, 6.871], [-0.570, -2.274, 6.859], [-0.337, -2.970, 5.694], [1.020, -2.603, 4.104], [1.832, -0.570, 5.336], [0.392, -0.410, 7.642], [-1.295, -2.537, 7.619], [-0.788, -3.871, 5.300], [-2.281, 2.945, 7.148], [-2.952, 3.512, 8.200], [-2.584, 2.847, 9.348], [-1.654, 1.847, 8.977], [-1.483, 1.932, 7.613], [-2.361, 3.230, 6.181], [-3.634, 4.337, 8.041], [-2.946, 3.060, 10.346], [-1.161, 1.142, 9.633], [-0.864, 1.359, 6.935], [4.490, 1.314, -6.739], [3.266, 1.152, -6.144], [2.298, 1.305, -7.112], [2.963, 1.562, -8.335], [4.315, 1.559, -8.076], [5.382, 1.260, -6.265], [3.188, 0.944, -5.085], [1.230, 1.238, -6.955], [2.504, 1.731, -9.301], [5.166, 1.711, -8.727], [-5.267, 1.783, 5.822], [-6.491, 1.621, 6.417], [-7.458, 1.774, 5.449], [-6.794, 2.032, 4.226], [-5.442, 2.028, 4.485], [-4.375, 1.729, 6.295], [-6.569, 1.414, 7.476], [-8.527, 1.707, 5.606], [-7.252, 2.200, 3.260], [-4.591, 2.181, 3.834], [-1.569, 2.507, -6.880], [-1.647, 2.052, -8.171], [-2.021, 3.107, -8.973], [-2.169, 4.240, -8.137], [-1.881, 3.842, -6.851], [-1.320, 1.947, -6.076], [-1.431, 1.019, -8.407], [-2.170, 3.065, -10.044], [-2.455, 5.238, -8.442], [-1.873, 4.392, -5.920]],
  "gap_ha": 0.159,
  "lumo_energy_ev": -5.40,
  "homo_ev": -9.72,
  "charge": 1
}